[1]
104
Properties=species:S:1:pos:R:3:forces:R:3:lowdin_charge:R:1 method="wB97M-V/def2-TZVPD" e_tot_ev=-59394.6936 total_charge=+1
Be 13.545 -2.095 -15.004 3.650 -2.011 0.366 1.041
C 18.496 -1.572 -14.993 -0.582 1.855 0.841 -0.084
C 17.307 -2.355 -15.547 0.307 -0.540 -2.303 -0.444
O 16.025 -2.082 -15.157 -2.303 0.520 2.349 -0.311
H 18.279 -0.506 -15.109 -0.039 0.026 -0.467 0.039
H 19.450 -1.715 -15.500 -0.187 -0.466 -0.205 0.049
H 18.695 -1.525 -13.918 -0.244 -1.022 0.182 0.054
H 17.541 -3.431 -15.543 -0.123 -0.260 0.447 0.067
H 17.327 -2.160 -16.633 0.471 0.098 -0.292 0.103
N 19.482 -7.625 -14.149 1.167 0.453 -0.017 0.067
C 19.130 -7.310 -15.397 -0.603 0.822 1.059 -0.154
C 19.220 -5.987 -15.848 0.438 -0.040 -1.284 -0.088
C 19.965 -5.028 -15.177 0.184 -1.194 0.473 -0.071
C 20.489 -5.426 -13.947 0.142 0.788 -0.998 -0.073
C 20.195 -6.689 -13.495 -0.675 -0.354 0.847 -0.148
H 18.677 -8.136 -15.930 -0.141 0.281 -0.415 0.106
H 18.867 -5.688 -16.827 -0.191 -0.375 -0.133 0.099
H 20.230 -4.104 -15.672 -0.264 0.214 0.224 0.089
H 21.167 -4.776 -13.408 -0.025 -0.048 0.190 0.093
H 20.511 -6.904 -12.481 0.009 -0.518 -0.019 0.102
N 20.576 0.866 -17.507 0.109 0.700 0.774 0.047
C 19.454 1.224 -16.876 0.225 -1.310 0.360 -0.175
C 19.316 2.335 -16.079 0.053 1.709 -1.108 -0.053
C 20.297 3.330 -16.259 -0.593 -0.968 -0.206 -0.061
C 21.391 3.047 -17.066 0.528 0.650 1.631 -0.068
C 21.590 1.743 -17.476 -0.884 -0.595 -1.511 -0.129
H 18.691 0.456 -16.930 -0.343 0.243 -0.043 0.087
H 18.371 2.603 -15.626 0.064 -0.360 0.437 0.086
H 20.198 4.312 -15.817 -0.082 0.005 0.037 0.107
H 22.093 3.868 -17.119 0.473 -0.399 -0.500 0.104
H 22.434 1.317 -18.004 0.539 0.716 0.168 0.109
N 13.707 -2.120 -12.378 0.027 -0.725 -1.084 0.045
C 14.790 -2.772 -11.861 -0.542 0.385 0.148 -0.131
C 14.891 -3.102 -10.510 -0.108 0.688 -0.923 -0.028
C 13.880 -2.691 -9.653 0.295 0.000 -0.358 -0.039
C 12.730 -2.106 -10.179 1.086 -0.194 -0.098 -0.033
C 12.677 -1.860 -11.566 0.143 0.428 1.663 -0.128
H 15.628 -2.946 -12.521 -0.222 -0.027 -0.340 0.086
H 15.809 -3.544 -10.145 0.014 -0.131 -0.016 0.097
H 14.112 -2.765 -8.599 -0.621 -0.121 0.163 0.120
H 11.994 -1.766 -9.465 -0.402 0.085 -0.439 0.112
H 11.825 -1.269 -11.872 0.045 -0.221 -0.747 0.110
N 13.277 -3.691 -17.121 0.056 0.322 -0.033 0.036
C 14.377 -4.439 -17.241 0.793 -0.185 -1.099 -0.143
C 14.477 -5.586 -18.069 -1.856 0.502 1.330 -0.021
C 13.327 -5.949 -18.776 1.587 -0.024 0.459 -0.041
C 12.225 -5.115 -18.733 0.016 -0.869 -0.750 -0.059
C 12.234 -4.015 -17.926 -0.323 0.216 1.481 -0.124
H 15.303 -4.069 -16.817 -0.267 0.040 0.790 0.094
H 15.261 -6.300 -17.860 0.459 0.287 -0.606 0.110
H 13.371 -6.885 -19.316 -0.425 0.051 -0.185 0.118
H 11.351 -5.421 -19.291 -0.170 0.383 0.045 0.118
H 11.301 -3.489 -17.777 0.158 0.382 -0.065 0.113
N 16.924 2.298 -13.363 -0.276 -0.008 1.497 0.068
C 16.810 0.983 -13.118 -0.438 -0.550 -1.249 -0.163
C 16.910 0.333 -11.906 0.393 0.625 0.529 -0.070
C 17.185 1.128 -10.806 0.184 -0.353 0.464 -0.086
C 17.284 2.484 -10.973 -0.271 1.042 -0.773 -0.070
C 17.102 3.041 -12.254 0.330 -0.711 0.160 -0.126
H 16.565 0.363 -13.974 0.155 0.055 -0.216 0.083
H 16.851 -0.740 -11.792 -0.176 -0.010 -0.310 0.075
H 17.337 0.703 -9.822 -0.056 -0.088 0.022 0.107
H 17.478 3.155 -10.148 -0.011 -0.061 0.078 0.104
H 17.126 4.117 -12.360 0.088 0.046 -0.212 0.103
C 16.394 -5.619 -13.657 -0.137 1.719 -1.166 0.016
C 14.923 -5.509 -13.965 -0.542 -1.912 0.298 -0.458
O 14.339 -4.483 -14.237 -0.183 0.998 -0.109 -0.028
C 14.115 -6.821 -13.974 0.903 1.089 1.099 0.009
H 16.875 -6.490 -14.095 -0.214 -0.347 0.572 0.076
H 16.606 -5.420 -12.606 -0.023 -0.513 0.132 0.094
H 16.806 -4.765 -14.205 0.301 0.061 0.219 0.062
H 14.556 -7.521 -13.264 0.216 -0.227 -0.352 0.085
H 14.181 -7.185 -14.999 -0.511 -0.274 0.070 0.087
H 13.139 -6.578 -13.558 -0.341 -0.175 -0.767 0.085
C 20.436 -4.665 -9.988 0.221 -0.551 -1.250 -0.013
C 19.038 -4.322 -10.469 0.172 1.051 0.210 -0.455
O 18.052 -4.884 -10.042 0.231 0.130 -0.523 0.052
C 18.929 -3.056 -11.373 -0.362 -0.604 0.387 -0.011
H 20.953 -3.765 -9.654 -0.210 -0.145 0.722 0.090
H 21.102 -4.970 -10.803 -0.349 0.153 -0.528 0.070
H 20.453 -5.565 -9.378 -0.191 0.544 0.720 0.090
H 17.904 -2.888 -11.706 -0.045 -0.355 -0.060 0.044
H 19.576 -3.094 -12.249 0.119 -0.088 0.103 0.052
H 19.168 -2.165 -10.789 0.345 -0.094 0.114 0.087
C 23.861 -0.853 -12.421 -0.964 0.813 -1.664 -0.012
C 23.390 -1.996 -13.351 -0.293 0.086 1.369 -0.472
O 23.954 -3.055 -13.396 0.124 -0.296 -0.274 0.079
C 22.117 -1.712 -14.135 -0.034 -0.230 -1.293 -0.034
H 23.687 -0.913 -11.350 0.185 -0.669 -0.056 0.081
H 23.230 -0.032 -12.774 0.180 0.399 0.378 0.062
H 24.877 -0.553 -12.675 0.157 -0.335 0.306 0.085
H 21.895 -2.462 -14.898 0.346 -0.530 0.355 0.064
H 22.225 -0.832 -14.774 -0.019 0.448 0.509 0.084
H 21.207 -1.633 -13.540 0.247 0.332 0.359 0.068
C 20.454 -1.991 -18.481 -0.847 -1.360 0.469 -0.040
C 19.809 -1.794 -19.808 0.199 1.763 -1.570 -0.484
O 20.184 -2.367 -20.811 -0.287 -0.207 0.688 0.059
C 18.791 -0.638 -19.933 0.378 -1.255 0.214 -0.014
H 20.357 -3.074 -18.344 0.423 -0.107 0.263 0.082
H 19.867 -1.519 -17.698 0.333 0.203 0.038 0.029
H 21.504 -1.713 -18.457 -0.108 0.121 -0.069 0.093
H 17.922 -0.826 -19.299 -0.069 0.022 0.017 0.069
H 18.499 -0.593 -20.980 -0.040 0.324 0.083 0.079
H 19.286 0.253 -19.549 -0.064 0.139 -0.225 0.059

[2]
103
Properties=species:S:1:pos:R:3:forces:R:3:lowdin_charge:R:1 method="wB97M-V/def2-TZVPD" e_tot_ev=-57511.3975 total_charge=-2
Cs 0.242 -0.408 0.673 0.011 0.027 -0.141 1.134
C 2.853 0.938 -1.285 -0.005 0.038 0.041 -0.128
N 2.127 0.268 -2.349 0.046 -0.201 0.032 -0.217
C 1.840 1.197 -3.429 -0.106 -0.052 -0.007 -0.212
C 0.768 2.233 -3.068 0.058 0.104 0.023 -0.158
C -0.488 2.128 -3.930 0.021 0.028 -0.014 -0.242
N -1.146 0.855 -3.672 -0.054 0.030 0.032 0.066
C -2.144 0.850 -2.883 -0.007 -0.099 -0.071 -0.111
C -2.798 2.033 -2.259 -0.012 0.087 0.088 -0.177
C -3.602 2.887 -2.999 0.029 -0.061 0.021 -0.110
C -4.194 4.013 -2.434 -0.010 0.045 0.078 -0.156
C -3.953 4.271 -1.082 -0.014 0.026 -0.098 -0.145
C -3.157 3.438 -0.322 -0.002 -0.047 0.038 -0.053
C -2.528 2.277 -0.871 0.084 -0.041 0.005 -0.442
O -1.756 1.519 -0.194 -0.150 0.051 -0.028 -0.254
C 2.903 -0.883 -2.809 -0.001 0.035 0.015 -0.217
C 2.187 -1.805 -3.789 -0.052 0.068 -0.017 -0.189
C 0.943 -2.471 -3.216 0.010 -0.008 0.021 -0.246
N 1.310 -3.338 -2.111 0.021 -0.048 -0.007 0.037
C 0.513 -3.387 -1.120 -0.004 0.051 -0.081 -0.175
C 0.705 -4.221 0.057 0.039 -0.074 0.055 -0.166
C 1.656 -5.244 0.057 0.001 -0.004 0.003 -0.073
C 1.839 -6.072 1.146 -0.011 0.020 0.000 -0.148
C 1.035 -5.862 2.278 -0.008 0.009 0.010 -0.137
C 0.096 -4.862 2.315 -0.003 0.007 0.016 -0.042
C -0.111 -3.965 1.213 -0.016 -0.033 -0.002 -0.455
O -0.943 -3.004 1.273 -0.025 -0.015 0.020 -0.249
H 3.855 1.265 -1.619 -0.004 0.011 -0.004 0.094
H 2.982 0.282 -0.423 0.047 0.035 0.003 0.032
H 2.309 1.821 -0.946 0.016 -0.022 -0.016 0.074
H 1.480 0.626 -4.283 0.005 -0.005 -0.006 0.095
H 2.776 1.699 -3.744 0.006 0.012 -0.023 0.116
H 1.168 3.247 -3.166 -0.006 -0.006 0.026 0.108
H 0.462 2.108 -2.026 0.003 0.001 -0.007 0.102
H -0.204 2.157 -4.988 -0.007 -0.021 -0.014 0.105
H -1.126 2.992 -3.728 -0.012 -0.002 -0.023 0.098
H -2.560 -0.128 -2.629 0.026 -0.009 0.000 0.112
H -3.763 2.667 -4.052 0.010 0.005 0.010 0.108
H -4.821 4.667 -3.027 0.002 0.008 0.006 0.075
H -4.393 5.148 -0.616 -0.015 0.006 -0.008 0.086
H -2.962 3.657 0.722 0.001 -0.002 -0.002 0.100
H 3.171 -1.470 -1.926 -0.006 -0.002 0.008 0.116
H 3.853 -0.538 -3.262 0.005 0.003 -0.001 0.116
H 2.896 -2.589 -4.074 0.011 -0.005 0.017 0.105
H 1.919 -1.276 -4.707 0.018 0.005 -0.004 0.092
H 0.487 -3.081 -4.005 0.003 0.004 -0.001 0.109
H 0.207 -1.709 -2.929 -0.013 0.011 0.001 0.099
H -0.404 -2.783 -1.111 -0.016 0.015 0.010 0.099
H 2.250 -5.371 -0.842 0.002 0.000 -0.002 0.095
H 2.582 -6.860 1.130 0.000 -0.001 0.000 0.072
H 1.161 -6.501 3.148 -0.001 0.000 0.001 0.083
H -0.511 -4.698 3.199 0.003 0.000 0.000 0.094
C 1.556 2.965 2.095 0.017 0.013 -0.071 -0.068
C 1.706 2.413 3.514 -0.054 0.025 0.032 -0.371
C 0.584 1.425 3.874 0.078 0.002 0.011 -0.078
C 3.067 1.795 3.752 -0.022 0.000 0.025 -0.152
C 3.910 2.335 4.711 0.006 0.015 -0.009 -0.089
C 5.147 1.775 5.010 0.000 -0.027 0.002 -0.150
C 5.514 0.618 4.330 0.005 0.035 -0.002 -0.088
C 4.711 0.038 3.361 0.043 -0.020 0.047 -0.151
C 5.162 -1.248 2.700 0.023 0.040 -0.069 -0.380
C 5.415 -1.074 1.199 -0.006 -0.039 -0.008 -0.066
C 4.191 -2.404 2.951 -0.038 -0.020 0.003 -0.064
C 3.457 0.631 3.007 -0.020 -0.011 -0.017 -0.345
O 2.708 0.137 2.085 -0.003 0.017 0.041 -0.281
H 0.536 3.314 1.907 0.004 0.003 -0.010 0.074
H 1.805 2.196 1.364 -0.014 0.014 0.029 0.031
H 2.242 3.803 1.943 -0.002 -0.006 -0.010 0.077
H 1.619 3.267 4.199 -0.009 -0.021 0.002 0.117
H 0.802 0.450 3.436 -0.040 0.040 0.039 0.027
H -0.390 1.772 3.516 0.002 0.013 0.005 0.072
H 0.527 1.293 4.957 0.002 -0.006 -0.006 0.074
H 3.579 3.223 5.246 -0.002 -0.001 0.001 0.092
H 5.793 2.212 5.763 0.001 0.002 0.000 0.069
H 6.464 0.141 4.564 0.004 -0.006 0.002 0.091
H 6.120 -1.515 3.165 0.002 -0.001 -0.005 0.115
H 4.482 -0.822 0.697 0.014 -0.004 0.018 0.049
H 5.806 -1.998 0.762 -0.001 0.004 0.001 0.070
H 6.132 -0.271 1.014 0.006 0.006 0.004 0.076
H 3.217 -2.180 2.517 0.036 -0.008 0.002 0.070
H 4.055 -2.571 4.022 0.008 0.004 0.003 0.076
H 4.565 -3.329 2.504 -0.012 -0.024 -0.010 0.070
C -6.080 -0.016 -2.977 0.002 0.033 0.008 -0.057
N -5.939 0.056 -1.539 -0.042 0.003 0.059 -0.087
C -6.263 1.344 -0.947 0.017 -0.024 -0.045 -0.167
C -6.392 1.193 0.552 -0.006 -0.070 -0.003 -0.154
C -5.100 0.623 1.099 0.081 0.034 -0.044 -0.164
N -4.664 -0.539 0.346 0.010 -0.047 -0.105 -0.068
C -3.520 -1.223 0.933 -0.055 0.066 0.020 -0.045
C -4.966 -0.759 -0.972 0.084 0.068 0.071 -0.490
O -4.450 -1.662 -1.620 -0.039 -0.035 -0.012 0.029
H -7.105 0.249 -3.248 0.001 0.003 0.000 0.078
H -5.863 -1.027 -3.307 0.004 -0.004 -0.008 0.080
H -5.397 0.675 -3.486 0.002 -0.007 -0.006 0.078
H -7.208 1.681 -1.383 -0.002 -0.009 -0.010 0.117
H -5.502 2.092 -1.192 0.025 0.034 0.001 0.095
H -7.226 0.521 0.777 0.008 0.004 0.015 0.112
H -6.593 2.160 1.015 0.005 0.012 0.003 0.112
H -5.229 0.314 2.141 0.002 0.001 0.025 0.120
H -4.308 1.383 1.079 -0.042 -0.008 0.003 0.110
H -3.824 -1.751 1.840 0.028 -0.008 0.017 0.091
H -2.764 -0.475 1.191 -0.023 -0.077 -0.022 0.048
H -3.098 -1.941 0.241 -0.003 0.008 -0.018 0.075

Let's list HOMO energy in order: -10.789 -1.926 eV.
Let's list energy relative to the best compared isomer or geometry (same formula, charge and spin) in order: 399.6 4.2 kJ/mol.
Let's list HOMO-LUMO gap in order: 4.578 5.783 eV.